Entry 1:
Formula: C12H19N3O7
Source: the Open Molecules 2025 dataset
Level of theory: ωB97M-V/def2-TZVPD

* total charge: 0
* SMILES: COC1=NC(OC)=C([N+](=O)[O-])[C@H](CC(C)=O)N1C[C@@H](O)CO

Last column: Mulliken charge in e.
Geometry (Å):
H: 5.230446 -1.332219 3.251285  0.2779
C: -0.848606 4.481706 2.148275  -1.3616
C: -0.084512 0.265984 -1.347519  -1.5454
C: 4.240017 -1.242330 2.841908  -0.6889
C: 1.047621 -0.858912 0.530393  0.3662
O: 4.001232 0.034405 2.247982  -0.3449
H: -0.682038 1.217962 1.857720  0.4746
C: 0.033648 2.009279 1.620769  -0.8913
C: -2.204686 -1.014891 -1.857804  -0.7331
H: -1.692626 -1.948939 -1.656788  0.2875
N: 1.990760 -0.898768 1.412495  -0.5293
H: -0.201994 5.267764 1.738997  0.3012
H: 4.146821 -2.008783 2.090962  0.2952
H: 3.536808 -1.511686 3.659819  0.2869
N: 0.719449 0.322332 -0.114310  0.3488
C: -0.760422 3.258401 1.258183  0.7014
H: -2.005488 2.097471 -0.819650  0.4975
O: -2.276651 1.351648 -1.397452  -0.6270
C: -1.591119 0.137114 -1.055110  0.7823
H: -1.871525 4.877873 2.211522  0.3890
H: 0.573579 2.191207 2.545716  0.4975
C: 0.719185 -3.249468 0.602302  -0.7719
C: 1.033154 1.608188 0.515415  0.2909
O: 0.291383 -1.946218 0.138699  -0.2039
O: 2.769976 3.701950 1.276525  -0.6041
H: -1.806335 -0.015290 0.019927  0.2114
O: 4.498682 2.413171 1.110757  -0.6266
O: -1.314916 3.276031 0.174242  -0.6769
H: 0.254072 -0.564705 -1.993790  0.5525
H: 1.095740 2.413364 -0.209690  0.7790
C: 2.821673 0.190481 1.534057  0.3047
C: 2.424078 1.443673 1.111054  -0.7008
H: -3.314938 -1.087545 -1.656751  0.3013
H: 1.710224 -3.539584 0.181422  0.3151
H: -2.404263 0.261172 -3.361135  0.3581
O: -2.043278 -0.666316 -3.223728  -0.5656
H: 0.083152 1.158379 -1.950435  0.3797
N: 3.269416 2.564436 1.162576  0.9255
H: 0.781759 -3.235272 1.714158  0.3127
H: -0.019992 -3.957950 0.280432  0.2603
H: -0.453227 4.231142 3.102831  0.3744

Atomic forces in eV per Å
H 0.498 0.776 -0.039
C 0.104 -0.246 -0.497
C -0.082 -0.490 0.087
C -1.014 -0.855 0.191
C -0.782 1.331 -1.115
O -1.490 -0.001 -0.711
H -0.028 -0.052 -0.259
C -0.289 0.881 0.726
C -1.347 1.759 -0.263
H 0.018 -0.089 -0.063
N 0.559 -0.636 0.329
H -0.107 -0.204 -0.107
H -0.083 -0.351 -0.295
H 0.163 0.538 -0.531
N -0.173 -1.432 -0.622
C -0.338 0.177 -0.681
H 0.186 -0.592 -0.249
O -0.261 -0.581 -0.530
C -0.733 0.558 0.730
H 0.320 -0.293 -0.106
H 0.167 0.015 0.079
C 1.117 0.489 0.894
C 0.933 -0.694 1.053
O 1.334 1.227 0.544
O -0.430 -1.159 -0.305
H 0.545 -0.321 -0.250
O -1.400 -0.141 0.068
O -0.035 0.292 0.180
H -0.069 0.239 0.561
H -0.224 -0.232 -0.418
C 0.550 0.381 1.132
C 0.032 -1.323 -0.407
H 1.123 -0.141 0.212
H -0.687 0.422 0.272
H 0.583 -1.630 0.541
O -0.339 0.940 -0.802
H 0.045 0.152 0.329
N 1.921 1.451 0.329
H 0.008 -0.094 -0.814
H -0.423 -0.081 -0.206
H 0.131 0.011 1.012

***

Entry 2:
Formula: C12H19N4
Source: the Open Molecules 2025 dataset
Level of theory: ωB97M-V/def2-TZVPD

* total charge: +1

Last column: Mulliken charge in e.
Geometry (Å):
C: -1.520909 0.243285 2.368390  -0.7469
H: -0.875370 0.450464 3.207613  0.3813
H: -2.992180 1.465977 3.222587  0.3916
C: -0.190898 -2.009263 -0.097320  -0.8539
H: 0.452244 -1.672047 1.948818  0.2385
H: -1.080555 -1.215260 -2.860683  0.2165
C: 3.013846 0.230667 -1.255956  0.9008
H: 0.516591 3.214652 1.039857  0.3740
N: 2.619030 0.506831 -2.497295  -0.3900
H: 4.373730 -1.096162 -1.932298  0.1897
H: 3.192360 0.284671 -3.295296  0.2239
C: 1.494526 2.764235 0.866765  -1.4198
C: -1.131604 -0.526726 1.277441  -0.2935
H: -4.490815 1.328779 1.131506  0.4138
H: 0.528500 -2.751518 -0.405566  0.4669
H: 4.451928 -0.849747 -0.227915  0.1939
C: 1.335548 1.731438 -0.257850  -0.1918
C: -3.164448 0.046912 0.104783  -0.4782
C: -2.743078 0.905720 2.328789  -0.5305
N: 2.414263 0.728232 -0.195630  -0.1090
H: -1.419155 -2.912940 -2.440037  0.3753
H: 1.840842 2.287004 1.776142  0.3547
C: -3.551817 0.811375 1.189201  -0.6405
H: -3.771365 0.042857 -0.799057  0.3222
N: -0.078151 -1.397418 1.136924  0.0844
C: -1.619283 -1.880750 -2.175473  -1.2884
H: 2.149260 3.587104 0.598683  0.3804
N: 4.013554 -0.650445 -1.108171  -0.4392
C: -1.292064 -1.558954 -0.754684  0.5802
H: -2.662488 -1.645275 -2.400433  0.3325
C: -1.930033 -0.605830 0.125780  1.0449
H: 1.775573 1.045987 -2.649547  0.1704
H: 2.652057 0.334972 0.699483  0.2616
H: 1.386381 2.201353 -1.238225  0.3928
H: 0.346587 1.285057 -0.143148  0.0916

Atomic forces in eV per Å
C -0.245 0.714 0.092
H 0.150 -0.429 0.247
H -0.343 0.163 -0.314
C 0.132 -0.329 0.132
H 0.079 -0.329 -0.385
H 0.201 -0.214 0.061
C 0.177 -0.818 0.122
H 0.030 -0.110 0.205
N -0.421 0.482 -0.112
H 0.160 -0.159 0.100
H -0.069 -0.006 0.110
C -0.392 0.146 -0.680
C -0.626 -0.064 0.242
H -0.258 0.160 0.142
H -0.001 -0.017 -0.024
H -0.006 0.092 0.065
C 0.080 0.310 0.631
C 0.116 0.696 -0.413
C 0.845 -0.425 -0.040
N -0.466 0.447 -0.379
H 0.035 -0.100 -0.019
H -0.024 0.006 0.228
C -0.034 -0.230 -0.081
H -0.004 -0.163 0.239
N 0.256 0.666 0.398
C -0.542 0.698 -0.237
H 0.350 -0.112 0.009
N 0.011 0.145 -0.308
C 0.536 0.159 -0.187
H -0.067 -0.333 0.154
C -0.061 -0.534 -0.006
H 0.345 -0.253 -0.082
H -0.078 0.025 0.094
H -0.036 0.198 0.160
H 0.170 -0.482 -0.164

***

Entry 3:
Formula: C12H19N5O4
Source: the Open Molecules 2025 dataset
Level of theory: ωB97M-V/def2-TZVPD

* total charge: 0
* SMILES: CNC(=O)[C@@H](Cc1c[nH]cn1)NC(=O)[C@@H](CO)NC(C)=O

Last column: Mulliken charge in e.
Geometry (Å):
C: 2.692535 -1.184985 -0.416174  -1.0457
H: -1.816922 -0.964678 0.190207  0.3884
H: 3.010842 3.896146 0.097739  0.3632
N: 1.468935 -1.922709 1.731779  -0.6129
H: -5.394433 -2.452834 -2.384390  0.3456
H: 1.356845 4.361147 0.553186  0.3310
H: -5.194229 -0.915452 -3.250028  0.2836
O: -0.469498 0.938854 -2.111652  -0.7190
C: -2.466874 1.073458 0.376452  -0.5570
N: -2.887026 -0.432684 -1.574396  -0.1954
C: 2.144122 3.601417 0.661269  -1.0149
H: 4.491914 -0.585028 1.780759  0.4133
C: 2.595143 -1.414684 1.063237  0.4681
C: -0.562047 0.247873 -1.097010  0.2502
H: 3.476862 -1.347424 4.110716  0.1943
C: 1.879332 0.003856 -0.887565  0.2904
O: -4.499597 -1.445733 -0.356678  -0.6716
H: 2.363422 -2.119276 -0.897873  0.3742
H: 1.873679 0.037811 -1.986381  0.4309
C: -1.946634 -0.106590 -0.462959  0.1809
H: 3.745203 -1.034374 -0.670499  0.4220
O: -3.637629 0.742698 1.099362  -0.5889
H: 0.427013 -0.822299 0.315440  0.1931
N: 1.717878 2.292718 0.131696  -0.1045
H: -2.657228 1.940347 -0.213520  0.3207
H: 1.110894 -2.304501 3.844858  0.3752
H: 0.717526 2.101765 0.168854  0.1317
N: 0.512304 -0.219301 -0.488709  -0.0869
C: 2.498936 1.341348 -0.397679  0.3332
N: 3.012069 -1.444530 3.211324  -0.0502
C: -3.982101 -1.195472 -1.414701  0.7757
C: 1.768465 -1.905267 3.030531  -0.3607
H: -4.141576 0.107022 0.568665  0.3757
H: -3.934672 -2.156754 -3.360784  0.3499
C: 3.525342 -1.090601 1.982923  -0.5782
H: 2.481300 3.460945 1.681199  0.3015
H: -1.687489 1.326417 1.114508  0.2817
C: -4.659687 -1.707331 -2.686352  -1.1785
H: -2.605009 -0.242046 -2.529738  0.2601
O: 3.672089 1.540732 -0.527617  -0.6703

Atomic forces in eV per Å
C 0.351 -0.815 0.385
H -0.240 -0.240 0.044
H 0.339 0.305 -0.305
N 0.266 0.145 0.259
H 0.119 0.071 -0.028
H 0.205 -0.507 0.154
H 0.391 -0.242 0.463
O -0.540 -0.201 0.336
C 0.215 -0.858 0.975
N 1.049 0.056 0.237
C 0.221 -1.041 -0.580
H -0.803 -0.600 0.640
C -0.890 -0.018 0.719
C -1.126 0.683 -1.269
H -0.199 -0.006 -0.514
C -0.459 0.482 -0.681
O -0.206 -0.249 1.709
H -0.036 0.462 -0.170
H 0.239 0.195 0.225
C 0.079 0.655 -1.057
H -0.196 0.067 -0.010
O 0.385 0.169 -0.025
H -0.361 -0.160 0.294
N -2.472 0.242 0.418
H 0.072 0.660 -0.871
H 0.854 0.608 -0.962
H 0.560 0.066 0.006
N 0.425 -0.557 1.419
C -0.837 0.216 0.043
N 0.921 0.598 0.849
C -0.787 0.032 -1.798
C -1.180 -0.877 -0.944
H -0.113 -0.259 0.206
H 0.039 -0.067 -0.113
C 1.455 0.563 -0.107
H -0.194 0.302 0.364
H -0.167 -0.028 -0.103
C 0.009 0.315 -0.257
H 0.304 0.122 0.395
O 2.307 -0.292 -0.345

***

Calculated calculated total energy (a.u.), listed in the same order as above: -1159.46396 -687.49770 -1043.47203
Calculated energy above the lowest of the compared OMol25 structures with the same formula, charge and spin (kcal per mole), listed in the same order as above: 160.3 9.3 0.0
Calculated HOMO (Eh), listed in the same order as above: -0.3254 -0.3846 -0.3432